{
  "formula": "C19H26FN3O5S2",
  "method": "ωB97M-V/def2-TZVPD",
  "e_lumo_ev": 0.5,
  "gap_ev": 9.6330,
  "max_force_ev_per_a": 2.119,
  "de_lowest_kcal_mol": 12.56,
  "smiles": "CC[C@@H](F)[C@]1(CCCCCCCSc2nnco2)OS(=O)(=O)O[C@@H]1c1ccccn1",
  "e_tot_ha": -2176.2398,
  "homo_energy_ev": -9.175,
  "symbols": ["S", "S", "F", "O", "O", "O", "O", "O", "N", "N", "N", "C", "C", "C", "C", "C", "C", "C", "C", "C", "C", "C", "C", "C", "C", "C", "C", "C", "C", "C", "H", "H", "H", "H", "H", "H", "H", "H", "H", "H", "H", "H", "H", "H", "H", "H", "H", "H", "H", "H", "H", "H", "H", "H", "H", "H"],
  "xyz": [[-7.47420, -0.08747, 0.89830], [2.42673, -2.53558, -0.90678], [4.72082, -0.76930, 0.93001], [-8.32492, -1.41817, -1.41736], [1.27023, -2.84027, -1.66345], [3.20933, -3.56638, -0.35856], [3.29669, -1.49075, -1.74782], [1.99346, -1.52654, 0.25146], [-9.83778, -0.51936, -0.13395], [-10.47015, -1.14701, -1.19673], [4.84967, 1.47902, -0.66379], [5.05676, 0.36235, -2.72292], [1.45896, 0.92464, 0.27736], [-3.60439, 1.19026, 0.29318], [-9.55904, -1.64835, -1.91546], [3.33270, -2.16619, 2.92836], [6.24553, 0.95262, -3.04626], [3.08125, -0.13837, -1.28045], [3.54450, -0.15094, 1.31036], [-2.34821, 0.79397, 1.09766], [6.75060, 1.83222, -2.10353], [-8.58886, -0.70500, -0.30146], [2.99852, -0.68707, 2.63715], [-6.09329, 0.68361, -0.00700], [6.00154, 2.04657, -0.98037], [-4.78067, 0.29428, 0.68778], [2.52456, -0.17175, 0.16313], [0.19149, 0.53973, 1.07274], [4.38700, 0.60639, -1.54801], [-1.05096, 1.11588, 0.35947], [-6.10568, 0.40018, -1.06132], [0.01614, -0.53593, 1.14104], [-6.18991, 1.77318, 0.01306], [2.39499, 0.28898, -2.01939], [-2.43717, -0.27162, 1.32910], [-3.89232, 2.21800, 0.54530], [3.41740, -0.07256, 3.43632], [7.69856, 2.32974, -2.25165], [-0.94803, 2.18047, 0.12914], [6.39661, 2.76500, -0.26175], [3.57088, -2.24865, 3.99081], [3.81477, 0.89642, 1.47120], [-4.95216, 0.39567, 1.76585], [-4.57255, -0.75533, 0.46121], [0.18700, 0.92856, 2.09635], [6.76808, 0.73391, -3.96649], [1.13498, 1.31215, -0.68850], [-9.78128, -2.20404, -2.81038], [4.20322, -2.53337, 2.38445], [2.49919, -2.82428, 2.68327], [-1.10192, 0.57624, -0.59788], [1.91534, -0.56427, 2.67774], [-3.42589, 1.16590, -0.78672], [-2.34854, 1.35119, 2.04172], [4.62047, -0.33614, -3.43031], [1.90994, 1.77755, 0.79476]]
}